DFT (ωB97M-V/def2-TZVPD) results for a 7-piece molecular cluster, C55H61ClN5O13P2S overall.

Atoms and positions in Å:
C (2.887, 0.605, 4.604)
C (2.208, 1.602, 4.436)
C (1.542, 2.929, 3.893)
N (1.326, 2.883, 2.434)
C (2.482, 3.147, 1.677)
P (4.231, 3.611, 2.191)
O (4.929, 2.475, 3.211)
Cl (5.378, 3.491, 0.425)
N (2.017, 3.017, 0.354)
C (0.637, 2.685, 0.380)
N (-0.135, 2.462, -0.694)
C (0.554, 2.635, -2.040)
C (1.185, 1.298, -2.631)
C (0.804, -0.037, -1.870)
C (1.730, -1.286, -2.289)
N (1.005, -2.591, -2.121)
P (-1.817, 2.004, -0.781)
S (-2.252, 0.222, -0.168)
N (0.204, 2.633, 1.715)
C (-1.047, 2.397, 2.449)
C (-0.969, 0.930, 3.108)
C (-1.471, 0.918, 4.625)
C (-2.855, 0.135, 4.780)
C (-4.031, 1.036, 5.369)
C (-5.080, 1.494, 4.231)
C (-4.330, 2.566, 3.314)
C (-5.191, 3.853, 2.945)
C (-4.828, 4.263, 1.435)
C (-5.924, 5.229, 0.783)
H (3.266, -0.437, 4.778)
H (2.250, 3.777, 4.174)
H (0.621, 3.080, 4.519)
H (5.508, 3.000, 3.811)
H (1.265, 3.513, -2.033)
H (-0.272, 2.934, -2.767)
H (2.311, 1.324, -2.734)
H (0.784, 1.178, -3.691)
H (-0.237, -0.328, -2.236)
H (0.836, 0.028, -0.744)
H (2.571, -1.303, -1.545)
H (2.149, -1.165, -3.329)
H (-0.002, -2.437, -2.022)
H (1.370, -3.070, -1.292)
H (-2.239, 2.081, -2.158)
H (-2.585, 2.985, -0.089)
H (-1.088, 3.155, 3.300)
H (-2.008, 2.542, 1.892)
H (0.103, 0.542, 3.115)
H (-1.570, 0.163, 2.548)
H (-0.707, 0.396, 5.290)
H (-1.559, 1.970, 5.033)
H (-3.213, -0.350, 3.817)
H (-2.712, -0.722, 5.510)
H (-4.621, 0.444, 6.125)
H (-3.594, 1.977, 5.818)
H (-6.040, 1.893, 4.663)
H (-5.262, 0.561, 3.610)
H (-4.097, 2.040, 2.328)
H (-3.358, 2.904, 3.776)
H (-4.852, 4.722, 3.583)
H (-6.301, 3.662, 3.062)
H (-4.783, 3.345, 0.759)
H (-3.789, 4.730, 1.399)
H (-6.817, 4.568, 0.542)
H (-5.463, 5.627, -0.176)
H (-6.209, 6.089, 1.466)
C (7.547, -1.402, -1.837)
C (6.365, -1.984, -1.639)
C (5.386, -1.423, -0.682)
O (4.308, -1.954, -0.497)
C (5.768, -0.194, 0.044)
C (6.949, 0.387, -0.154)
C (7.929, -0.172, -1.110)
O (9.007, 0.360, -1.290)
H (8.276, -1.798, -2.533)
H (6.068, -2.884, -2.162)
H (5.039, 0.202, 0.740)
H (7.245, 1.287, 0.372)
C (-3.998, -1.709, -5.043)
C (-4.118, -3.026, -5.208)
C (-3.668, -3.975, -4.168)
O (-3.775, -5.175, -4.317)
C (-3.081, -3.406, -2.934)
C (-2.961, -2.091, -2.770)
C (-3.412, -1.141, -3.813)
O (-3.301, 0.066, -3.659)
H (-4.322, -1.001, -5.796)
H (-4.546, -3.459, -6.104)
H (-2.756, -4.115, -2.182)
H (-2.531, -1.656, -1.878)
C (-0.654, -4.851, 4.925)
C (-0.716, -3.532, 5.104)
C (-0.856, -2.946, 6.455)
O (-0.914, -1.741, 6.618)
C (-0.923, -3.880, 7.601)
C (-0.861, -5.199, 7.423)
C (-0.721, -5.786, 6.072)
O (-0.663, -6.986, 5.908)
H (-0.552, -5.297, 3.944)
H (-0.667, -2.834, 4.277)
H (-1.025, -3.433, 8.582)
H (-0.910, -5.896, 8.250)
C (0.103, -4.285, -5.441)
C (1.342, -4.773, -5.436)
C (2.019, -5.162, -6.694)
O (3.148, -5.608, -6.691)
C (1.266, -4.985, -7.957)
C (0.026, -4.497, -7.962)
C (-0.649, -4.109, -6.704)
O (-1.780, -3.661, -6.705)
H (-0.407, -3.996, -4.530)
H (1.906, -4.907, -4.522)
H (1.776, -5.274, -8.867)
H (-0.539, -4.362, -8.875)
C (-6.760, 3.062, -6.503)
C (-6.338, 1.812, -6.315)
C (-5.995, 0.938, -7.458)
O (-5.612, -0.204, -7.286)
C (-6.135, 1.505, -8.818)
C (-6.557, 2.754, -9.006)
C (-6.901, 3.629, -7.863)
O (-7.283, 4.769, -8.033)
H (-7.016, 3.715, -5.678)
H (-6.229, 1.381, -5.327)
H (-5.879, 0.851, -9.642)
H (-6.666, 3.184, -9.994)
C (9.137, 0.107, 2.748)
C (10.098, 0.610, 3.522)
C (10.065, 0.446, 4.993)
O (10.938, 0.905, 5.698)
C (8.923, -0.300, 5.570)
C (7.962, -0.803, 4.796)
C (7.996, -0.638, 3.325)
O (7.119, -1.099, 2.618)
H (9.146, 0.219, 1.670)
H (10.940, 1.157, 3.116)
H (8.915, -0.412, 6.647)
H (7.120, -1.350, 5.201)

Values from the calculation:
**Charge**: +1
**LUMO**: -3.762 eV
**Energy**: -134009.4463 eV
**Strongest force on any atom**: 0.1398 hartree/bohr
**HOMO energy**: -11.2 eV
**Relative energy (zero: lowest compared OMol25 entry of this formula, charge and spin)**: 73.5 kcal/mol
**Gap between HOMO and LUMO**: 7.4 eV

DFT (ωB97M-V/def2-TZVPD) results for C55H62GeINP2Ti as an isolated structure.

Atoms and positions in Å:
Ti (0.429, 0.339, -0.671)
C (-3.565, -2.546, -3.257)
C (-2.584, -1.379, -3.053)
C (-1.633, -1.222, -4.239)
P (-1.703, -1.316, -1.428)
C (-3.039, -1.394, -0.148)
C (-3.480, -2.794, 0.265)
C (-4.234, -0.505, -0.488)
C (-0.752, -2.869, -1.286)
C (-0.566, -3.842, -2.261)
C (0.366, -4.862, -2.111)
C (0.573, -5.882, -3.194)
C (1.124, -4.872, -0.943)
C (0.975, -3.900, 0.027)
C (0.030, -2.875, -0.117)
N (-0.135, -1.786, 0.739)
C (-0.270, -2.035, 2.071)
C (-0.379, -3.332, 2.649)
C (-0.517, -3.529, 4.007)
C (-0.564, -2.472, 4.916)
C (-0.705, -2.684, 6.396)
C (-0.532, -1.206, 4.350)
C (-0.420, -0.960, 2.988)
P (-0.633, 0.702, 2.304)
C (-2.456, 1.044, 2.673)
C (-2.766, 2.320, 3.451)
C (-3.234, -0.110, 3.304)
C (0.277, 1.755, 3.530)
C (0.353, 3.210, 3.036)
C (1.695, 1.234, 3.762)
H (-3.857, -2.605, -4.310)
H (-4.475, -2.420, -2.673)
H (-3.149, -3.513, -2.980)
H (-3.177, -0.455, -3.011)
H (-0.899, -2.026, -4.309)
H (-1.080, -0.286, -4.185)
H (-2.216, -1.221, -5.164)
H (-2.534, -0.935, 0.708)
H (-3.982, -3.313, -0.554)
H (-4.185, -2.726, 1.100)
H (-2.641, -3.407, 0.592)
H (-4.866, -0.942, -1.261)
H (-3.926, 0.493, -0.797)
H (-4.852, -0.391, 0.408)
H (-1.131, -3.800, -3.182)
H (-0.081, -5.683, -4.042)
H (0.367, -6.900, -2.849)
H (1.598, -5.866, -3.570)
H (1.883, -5.638, -0.809)
H (1.623, -3.895, 0.893)
H (-0.367, -4.205, 2.015)
H (-0.589, -4.551, 4.373)
H (-0.527, -3.731, 6.654)
H (-1.702, -2.425, 6.766)
H (0.010, -2.084, 6.964)
H (-0.623, -0.343, 5.007)
H (-2.843, 1.200, 1.660)
H (-2.377, 2.277, 4.471)
H (-3.852, 2.438, 3.525)
H (-2.378, 3.218, 2.976)
H (-3.009, -0.211, 4.369)
H (-3.022, -1.076, 2.850)
H (-4.306, 0.089, 3.206)
H (-0.254, 1.736, 4.488)
H (1.222, 3.333, 2.388)
H (0.476, 3.892, 3.883)
H (-0.507, 3.531, 2.450)
H (2.209, 1.098, 2.809)
H (1.705, 0.280, 4.288)
H (2.262, 1.965, 4.346)
I (-1.638, 2.529, -0.581)
C (0.603, 1.094, -2.655)
C (0.212, 1.969, -3.641)
C (0.693, 1.797, -4.966)
C (1.529, 0.766, -5.322)
C (1.928, -0.186, -4.347)
C (2.757, -1.317, -4.545)
C (3.028, -2.155, -3.491)
C (2.493, -1.944, -2.194)
C (1.684, -0.861, -1.949)
C (1.433, 0.012, -3.043)
H (-0.437, 2.805, -3.400)
H (0.393, 2.509, -5.730)
H (1.881, 0.673, -6.345)
H (3.178, -1.522, -5.526)
H (3.673, -3.016, -3.658)
H (2.731, -2.662, -1.415)
C (1.816, 1.204, 0.258)
Ge (3.255, 2.176, -0.447)
C (2.676, 3.893, -1.228)
C (2.292, 4.918, -0.363)
C (1.724, 6.096, -0.827)
C (1.520, 6.275, -2.187)
C (1.873, 5.263, -3.065)
C (2.438, 4.086, -2.588)
C (4.484, 1.285, -1.692)
C (4.893, -0.016, -1.398)
C (5.858, -0.659, -2.158)
C (6.440, -0.009, -3.237)
C (6.052, 1.285, -3.544)
C (5.087, 1.923, -2.773)
C (4.519, 2.722, 1.004)
C (4.783, 1.789, 2.007)
C (5.667, 2.061, 3.044)
C (6.307, 3.292, 3.097)
C (6.059, 4.236, 2.111)
C (5.175, 3.947, 1.076)
H (1.330, 1.867, 0.987)
H (2.425, 4.797, 0.707)
H (1.423, 6.863, -0.124)
H (1.060, 7.183, -2.557)
H (1.681, 5.372, -4.126)
H (2.638, 3.296, -3.301)
H (4.422, -0.550, -0.581)
H (6.139, -1.677, -1.916)
H (7.187, -0.511, -3.840)
H (6.494, 1.803, -4.386)
H (4.817, 2.941, -3.022)
H (4.265, 0.836, 1.990)
H (5.843, 1.316, 3.811)
H (6.995, 3.515, 3.905)
H (6.551, 5.201, 2.146)
H (5.000, 4.701, 0.317)

Values from the calculation:
**Charge**: -2
**LUMO**: 4.309 eV
**Energy**: -165842.3900 eV
**Strongest force on any atom**: 0.0257 hartree/bohr
**HOMO energy**: -1.6 eV
**Relative energy (zero: lowest compared OMol25 entry of this formula, charge and spin)**: 0.0 kcal/mol
**Gap between HOMO and LUMO**: 5.9 eV

DFT (ωB97M-V/def2-TZVPD) results for C55H68BN6P3S5Ti as an isolated structure.

Atoms and positions in Å:
Ti (0.289, -2.058, -0.213)
C (1.692, 0.799, -3.804)
C (0.933, 1.411, -2.667)
C (1.277, 2.611, -2.119)
C (0.545, 3.139, -1.035)
N (-0.565, 2.559, -0.647)
N (-0.913, 1.388, -1.195)
B (-2.328, 1.012, -0.656)
N (-3.315, 0.172, -1.406)
N (-3.493, 1.516, -1.557)
C (-4.490, 2.048, -2.194)
C (-5.455, 1.113, -2.691)
C (-5.364, -0.220, -2.472)
C (-6.399, -1.156, -2.995)
C (-4.244, -0.778, -1.692)
S (-4.161, -2.348, -1.212)
C (-4.638, 3.536, -2.391)
C (-3.417, 4.282, -1.888)
C (-4.806, 3.800, -3.896)
C (-5.892, 3.995, -1.631)
N (-2.491, 1.107, 0.863)
N (-2.895, 2.333, 1.282)
C (-3.213, 2.480, 2.536)
C (-3.173, 1.378, 3.431)
C (-2.752, 0.157, 3.025)
C (-2.704, -1.015, 3.955)
C (-2.348, 0.024, 1.655)
S (-1.818, -1.497, 1.102)
C (-3.673, 3.841, 3.036)
C (-5.164, 3.737, 3.394)
C (-3.479, 4.926, 1.982)
C (-2.862, 4.212, 4.287)
C (-0.160, 0.723, -2.076)
S (-0.438, -0.956, -2.369)
C (0.973, 4.379, -0.253)
C (2.359, 4.847, -0.693)
C (-0.040, 5.504, -0.487)
C (1.007, 4.013, 1.238)
H (2.532, 1.429, -4.088)
H (1.035, 0.670, -4.667)
H (2.061, -0.190, -3.534)
H (2.142, 3.140, -2.495)
H (-6.291, 1.499, -3.259)
H (-7.170, -0.620, -3.545)
H (-6.851, -1.715, -2.175)
H (-5.932, -1.897, -3.647)
H (-2.539, 4.040, -2.489)
H (-3.191, 4.044, -0.849)
H (-3.592, 5.356, -1.970)
H (-3.948, 3.429, -4.462)
H (-4.882, 4.876, -4.061)
H (-5.709, 3.340, -4.298)
H (-5.769, 3.863, -0.553)
H (-6.785, 3.450, -1.944)
H (-6.064, 5.054, -1.829)
H (-3.500, 1.516, 4.454)
H (-3.037, -0.725, 4.950)
H (-1.690, -1.414, 4.014)
H (-3.337, -1.823, 3.586)
H (-5.764, 3.528, 2.506)
H (-5.505, 4.682, 3.820)
H (-5.355, 2.953, 4.130)
H (-4.038, 4.709, 1.073)
H (-2.425, 5.041, 1.720)
H (-3.837, 5.876, 2.381)
H (-3.104, 3.580, 5.143)
H (-3.087, 5.241, 4.570)
H (-1.787, 4.142, 4.098)
H (2.359, 5.216, -1.722)
H (3.100, 4.049, -0.608)
H (2.679, 5.669, -0.053)
H (-0.073, 5.793, -1.541)
H (0.247, 6.383, 0.094)
H (-1.037, 5.195, -0.179)
H (1.720, 3.205, 1.427)
H (0.024, 3.684, 1.579)
H (1.311, 4.883, 1.822)
S (1.028, 0.094, 0.716)
P (2.798, -0.866, 0.460)
C (2.335, -2.360, -0.325)
P (2.358, -3.747, 0.737)
S (0.521, -3.680, 1.619)
C (2.559, -5.296, -0.181)
C (3.396, -5.343, -1.292)
C (3.665, -6.555, -1.909)
C (3.100, -7.725, -1.415)
C (2.276, -7.684, -0.299)
C (2.010, -6.472, 0.323)
C (3.725, -3.914, 1.907)
C (5.020, -3.927, 1.386)
C (6.088, -4.225, 2.213)
C (5.866, -4.511, 3.557)
C (4.580, -4.488, 4.074)
C (3.503, -4.186, 3.249)
C (3.861, 0.102, -0.627)
C (4.247, -0.406, -1.862)
C (5.049, 0.358, -2.704)
C (5.460, 1.622, -2.310)
C (5.073, 2.131, -1.073)
C (4.273, 1.377, -0.232)
C (3.610, -0.848, 2.070)
C (5.002, -0.841, 2.153)
C (5.617, -0.798, 3.394)
C (4.848, -0.761, 4.550)
C (3.462, -0.775, 4.471)
C (2.839, -0.822, 3.233)
H (3.832, -4.429, -1.681)
H (4.315, -6.589, -2.774)
H (3.307, -8.670, -1.900)
H (1.850, -8.597, 0.096)
H (1.383, -6.444, 1.207)
H (5.192, -3.714, 0.337)
H (7.094, -4.245, 1.813)
H (6.701, -4.752, 4.202)
H (4.412, -4.707, 5.120)
H (2.495, -4.170, 3.647)
H (3.924, -1.399, -2.150)
H (5.360, -0.040, -3.662)
H (6.096, 2.209, -2.960)
H (5.414, 3.111, -0.761)
H (3.981, 1.767, 0.737)
H (5.602, -0.863, 1.252)
H (6.697, -0.788, 3.460)
H (5.334, -0.719, 5.516)
H (2.867, -0.746, 5.374)
H (1.760, -0.829, 3.167)
C (0.701, -4.264, -2.898)
P (-0.736, -3.906, -1.809)
C (-2.017, -3.777, -3.103)
C (-1.208, -5.464, -1.004)
H (0.750, -5.332, -3.116)
H (1.638, -3.934, -2.469)
H (0.541, -3.714, -3.826)
H (-1.793, -4.555, -3.833)
H (-1.987, -2.804, -3.588)
H (-3.011, -3.935, -2.689)
H (-1.270, -6.256, -1.751)
H (-2.189, -5.323, -0.547)
H (-0.501, -5.739, -0.230)

Values from the calculation:
**Charge**: +2
**LUMO**: -5.329 eV
**Energy**: -172906.9651 eV
**Strongest force on any atom**: 0.0218 hartree/bohr
**HOMO energy**: -12.2 eV
**Relative energy (zero: lowest compared OMol25 entry of this formula, charge and spin)**: 30.4 kcal/mol
**Gap between HOMO and LUMO**: 6.8 eV